Formula: C10H32NO12V2
Source: OMol25
Level of theory: ωB97M-V/def2-TZVPD

Each line ends with the Löwdin spin population.
CARTESIAN COORDINATES (ANGSTROEM)
O: -3.673 0.589 2.012  -0.011
V: -2.448 -0.446 2.249  0.964
O: -2.965 -1.496 3.353  -0.007
O: 2.320 2.154 -0.065  0.001
V: 0.740 2.004 0.246  0.004
O: -0.005 3.397 -0.014  0.000
N: 3.166 -1.632 0.366  0.000
H: 2.377 -1.018 0.221  0.000
H: 3.760 -1.204 1.061  0.000
H: 3.711 -1.751 -0.476  0.000
H: 2.817 -2.535 0.655  0.000
C: -0.145 -0.453 0.927  0.008
O: 0.869 -0.328 0.259  0.001
O: -0.944 0.490 0.875  0.017
O: -0.369 -1.371 1.713  0.014
O: 0.350 -1.473 -2.137  0.000
H: 0.560 -1.145 -1.262  0.000
H: 1.193 -1.744 -2.501  0.000
O: -0.032 -3.432 0.012  0.001
H: -0.093 -2.786 0.715  0.000
H: -0.445 -3.008 -0.740  0.000
C: 1.646 3.191 -3.039  0.000
C: 0.707 2.000 -3.391  0.000
C: 1.359 0.950 -4.235  0.000
O: 0.412 1.373 -2.164  0.000
H: 1.107 3.852 -2.361  0.000
H: 1.935 3.758 -3.924  0.000
H: 2.478 2.847 -2.425  0.000
H: -0.183 2.382 -3.892  0.000
H: 0.627 0.256 -4.649  0.000
H: 2.149 0.388 -3.737  0.000
H: 1.805 1.441 -5.099  0.000
H: 0.138 0.485 -2.403  0.000
C: 2.708 -2.606 5.007  0.000
C: 1.368 -2.314 4.281  0.000
C: 0.163 -2.472 5.290  0.000
O: 1.450 -0.998 3.723  0.002
H: 3.122 -1.711 5.473  0.000
H: 3.443 -3.136 4.402  0.000
H: 2.548 -3.365 5.773  0.000
H: 1.224 -3.091 3.530  0.000
H: 0.063 -3.454 5.753  0.000
H: -0.785 -2.368 4.762  0.000
H: 0.302 -1.628 5.966  0.000
H: 0.770 -1.094 3.052  0.001
C: -3.684 1.733 -3.359  0.000
C: -2.983 1.860 -1.954  0.000
C: -3.929 2.385 -0.848  0.000
O: -2.545 0.590 -1.464  0.003
H: -4.612 2.303 -3.400  0.000
H: -3.872 0.717 -3.707  0.000
H: -3.039 2.118 -4.149  0.000
H: -2.176 2.588 -2.032  0.000
H: -4.744 1.692 -0.635  0.000
H: -4.321 3.385 -1.031  0.000
H: -3.428 2.468 0.117  0.000
H: -1.965 0.664 -0.703  0.001

Results
Spin multiplicity ... 2
Molecular weight ... 460.25 g/mol
Calculated total energy ... -3245.832910 Eh
Max |F| ... 5.84 eV Å⁻¹
HOMO-LUMO gap (alpha / beta) ... 0.1542 / 0.1973 Ha
HOMO level (alpha / beta) ... -7.0412 / -8.2165 eV
LUMO energy (alpha / beta) ... -2.845 / -2.848 eV

=====

Formula: C4H4CuO5
Source: OMol25
Level of theory: ωB97M-V/def2-TZVPD

Each line ends with the Löwdin spin population.
CARTESIAN COORDINATES (ANGSTROEM)
O: -2.229 -0.793 -0.096  0.001
C: -2.655 0.467 0.025  0.003
C: -0.787 -0.800 0.102  0.005
O: -3.824 0.777 0.050  0.002
O: -1.645 1.315 0.109  0.012
C: -0.376 0.619 -0.222  0.083
H: -0.342 -1.552 -0.560  0.001
H: -0.621 -1.093 1.151  0.000
H: -0.307 0.704 -1.323  0.005
O: 2.434 -0.450 0.942  0.598
C: 3.211 -0.050 -0.025  0.625
O: 2.754 0.866 -0.749  0.249
H: 3.059 -1.312 -0.082  0.203
Cu: 1.330 1.303 0.678  0.212

Results
Spin multiplicity ... 3
Molecular weight ... 195.62 g/mol
Calculated total energy ... -2171.353577 Eh
Max |F| ... 4.51 eV Å⁻¹
HOMO-LUMO gap (alpha / beta) ... 0.1804 / 0.2464 Ha
Net charge ... -1
HOMO level (alpha / beta) ... -1.8010 / -4.3723 eV
Energy above the lowest of the compared OMol25 structures with the same formula, charge and spin ... 68.5 kcal/mol
LUMO energy (alpha / beta) ... 3.109 / 2.334 eV

=====

Formula: C26H62O14S10Tl
Source: OMol25
Level of theory: ωB97M-V/def2-TZVPD

Each line ends with the Löwdin spin population.
CARTESIAN COORDINATES (ANGSTROEM)
Tl: 2.292 -5.038 0.305  -0.002
C: 2.007 0.117 0.144  0.106
C: 1.773 -1.326 0.176  -0.006
C: 0.513 -1.797 -0.708  0.017
O: 0.309 -3.027 -0.912  0.085
C: -0.419 -0.740 -1.270  0.375
C: -0.119 0.580 -1.090  0.012
C: 1.179 1.027 -0.468  0.000
O: 1.608 2.230 -0.394  0.045
O: -1.022 1.433 -1.504  0.351
O: 2.493 -2.165 0.764  -0.013
H: 2.883 0.435 0.689  0.004
H: -1.333 -1.065 -1.745  0.014
C: -2.183 -3.078 1.563  0.000
S: -1.938 -4.865 1.347  0.000
O: -0.527 -5.096 0.815  0.001
C: -1.875 -5.416 3.100  0.000
H: -1.277 -2.596 1.932  0.000
H: -3.027 -2.830 2.207  0.000
H: -2.358 -2.649 0.577  0.001
H: -1.075 -4.932 3.660  0.000
H: -1.499 -6.439 3.087  0.000
H: -2.828 -5.296 3.617  0.000
C: 7.929 -1.101 2.156  0.000
S: 6.766 0.189 1.445  0.000
O: 7.601 0.902 0.368  0.000
C: 5.725 -1.133 0.659  0.000
H: 8.880 -0.632 2.408  0.000
H: 8.101 -1.809 1.345  0.000
H: 7.486 -1.653 2.985  0.000
H: 4.722 -0.792 0.403  0.000
H: 5.713 -2.048 1.251  0.000
H: 6.283 -1.305 -0.261  0.000
C: -0.871 -2.309 -4.509  0.002
S: 0.174 -1.248 -5.575  0.000
O: 1.355 -2.090 -6.040  0.000
C: -1.013 -1.242 -7.025  0.000
H: -1.336 -3.194 -4.945  0.000
H: -1.612 -1.675 -4.022  0.000
H: -0.233 -2.653 -3.696  0.001
H: -0.648 -0.696 -7.895  0.000
H: -1.940 -0.810 -6.649  0.000
H: -1.191 -2.253 -7.390  0.000
C: 4.523 0.552 4.677  0.000
S: 2.940 0.814 3.817  0.000
O: 2.176 1.764 4.760  0.000
C: 3.523 2.055 2.589  0.000
H: 5.368 0.283 4.044  0.000
H: 4.326 -0.238 5.402  0.000
H: 4.842 1.387 5.302  0.000
H: 2.739 2.299 1.871  0.000
H: 4.410 1.703 2.061  0.000
H: 3.888 3.004 2.982  0.000
C: 2.834 1.126 -3.991  0.000
S: 4.684 1.539 -3.799  0.000
O: 4.703 3.021 -3.855  0.000
C: 4.691 1.072 -1.991  0.001
H: 2.224 1.352 -3.117  0.000
H: 2.748 0.045 -4.100  0.000
H: 2.307 1.587 -4.827  0.000
H: 4.032 1.696 -1.387  0.000
H: 5.732 1.200 -1.694  0.000
H: 4.432 0.014 -1.954  0.000
C: -3.234 4.645 -1.360  0.000
S: -5.064 4.609 -1.739  0.000
O: -5.716 5.927 -1.365  0.000
C: -4.959 4.675 -3.587  0.000
H: -2.823 3.686 -1.044  0.000
H: -3.155 5.376 -0.555  0.000
H: -2.557 5.092 -2.088  0.000
H: -4.274 3.862 -3.828  0.000
H: -4.768 5.707 -3.881  0.000
H: -5.977 4.455 -3.908  0.000
C: -3.874 -0.132 0.133  0.001
S: -5.460 0.815 0.244  0.000
O: -6.542 -0.228 0.474  0.000
C: -5.180 1.741 1.806  0.000
H: -3.631 -0.786 0.969  0.000
H: -3.178 0.708 0.137  0.000
H: -3.805 -0.786 -0.737  0.000
H: -4.423 2.522 1.727  0.000
H: -4.865 1.036 2.576  0.000
H: -6.088 2.261 2.113  0.000
C: -0.506 0.526 2.591  0.000
S: -1.963 0.583 3.716  0.000
O: -2.462 -0.828 3.867  0.000
C: -1.071 1.103 5.259  0.000
H: -0.762 0.065 1.637  0.000
H: 0.334 0.044 3.090  0.000
H: -0.150 1.552 2.498  0.000
H: -1.688 1.193 6.153  0.000
H: -0.438 1.986 5.162  0.000
H: -0.254 0.421 5.492  0.000
C: 0.700 5.146 1.711  0.000
S: -0.347 4.388 3.007  0.000
O: -1.016 5.509 3.815  0.000
C: -1.721 3.791 1.875  0.000
H: 0.115 5.912 1.202  0.000
H: 1.090 4.392 1.027  0.000
H: 1.482 5.555 2.351  0.000
H: -1.278 3.250 1.038  0.000
H: -2.359 4.565 1.449  0.000
H: -2.381 3.106 2.408  0.000
C: -3.308 -4.140 -2.369  0.000
S: -3.742 -5.869 -1.815  0.000
O: -4.601 -6.448 -2.920  0.000
C: -1.970 -6.360 -2.151  0.000
H: -3.151 -4.190 -3.447  0.000
H: -2.520 -3.673 -1.778  0.000
H: -4.223 -3.600 -2.126  0.000
H: -1.315 -5.722 -1.557  0.000
H: -1.678 -6.257 -3.196  0.000
H: -1.833 -7.373 -1.773  0.000

Results
Spin multiplicity ... 2
Molecular weight ... 1123.82 g/mol
Calculated total energy ... -6235.080348 Eh
Max |F| ... 5.46 eV Å⁻¹
HOMO-LUMO gap (alpha / beta) ... 0.2525 / 0.1893 Ha
HOMO level (alpha / beta) ... -8.7802 / -8.7801 eV
LUMO energy (alpha / beta) ... -1.910 / -3.629 eV

=====

Formula: C22H30N2O3
Source: OMol25
Level of theory: ωB97M-V/def2-TZVPD

Each line ends with the Löwdin charge.
CARTESIAN COORDINATES (ANGSTROEM)
C: 7.082 1.896 1.220  -0.065
C: 6.685 0.487 0.821  -0.229
O: 5.301 0.488 0.489  -0.020
C: 4.791 -0.689 0.084  -0.428
O: 5.476 -1.689 0.003  0.088
C: 3.373 -0.609 -0.233  -0.032
C: 2.539 0.550 -0.242  -0.142
C: 2.943 1.955 0.041  -0.026
C: 1.288 0.128 -0.615  -0.146
C: 0.067 0.918 -0.780  -0.172
C: -0.406 1.686 0.282  -0.022
C: -1.538 2.465 0.135  -0.084
C: -2.219 2.488 -1.072  -0.108
C: -1.756 1.729 -2.134  -0.084
C: -0.621 0.953 -1.992  -0.034
N: 1.329 -1.233 -0.834  0.005
C: 0.168 -2.031 -1.110  -0.032
C: -0.884 -1.842 -0.003  -0.477
O: -0.579 -1.697 1.157  0.090
N: -2.158 -1.912 -0.442  0.069
C: -3.295 -1.725 0.433  -0.168
C: -4.040 -0.432 0.105  -0.168
C: -5.129 -0.080 1.123  -0.436
C: -6.280 -1.082 1.093  -0.079
C: -5.652 1.328 0.843  -0.078
C: 2.578 -1.694 -0.585  -0.180
C: 2.943 -3.130 -0.686  -0.002
H: 6.906 2.582 0.397  0.076
H: 8.136 1.919 1.484  0.075
H: 6.494 2.222 2.074  0.076
H: 6.854 -0.222 1.641  0.128
H: 7.261 0.140 -0.045  0.127
H: 3.234 2.063 1.084  0.086
H: 2.119 2.633 -0.171  0.074
H: 3.801 2.232 -0.567  0.081
H: 0.117 1.652 1.225  0.127
H: -1.895 3.055 0.967  0.106
H: -3.104 3.096 -1.187  0.103
H: -2.277 1.751 -3.081  0.103
H: -0.245 0.394 -2.838  0.115
H: -0.253 -1.778 -2.088  0.118
H: 0.457 -3.084 -1.116  0.130
H: -2.349 -1.956 -1.430  0.141
H: -3.956 -2.592 0.341  0.118
H: -2.898 -1.684 1.450  0.127
H: -4.487 -0.511 -0.890  0.123
H: -3.308 0.378 0.078  0.092
H: -4.680 -0.091 2.122  0.138
H: -5.945 -2.075 1.381  0.068
H: -7.061 -0.777 1.785  0.076
H: -6.711 -1.136 0.095  0.082
H: -6.094 1.377 -0.151  0.082
H: -6.412 1.605 1.569  0.075
H: -4.844 2.054 0.897  0.065
H: 4.006 -3.228 -0.489  0.070
H: 2.733 -3.522 -1.682  0.088
H: 2.394 -3.720 0.048  0.091

Results
Molecular weight ... 370.49 g/mol
Structure (SMILES) ... CCOC(=O)c1c(C)c(-c2ccccc2)n(CC(=O)NCCC(C)C)c1C
Calculated total energy ... -1191.609085 Eh
Max |F| ... 0.66 eV Å⁻¹
HOMO-LUMO gap ... 0.3054 Ha
HOMO level ... -7.7569 eV
Energy above the lowest of the compared OMol25 structures with the same formula, charge and spin ... 12.4 kcal/mol
LUMO energy ... 0.554 eV

=====

Question: What is the max |F| in the first record?
Answer: 5.84 eV Å⁻¹